Below is a 14-piece molecular cluster, C55H80O29S8 overall at a distorted geometry, with properties calculated with wB97M-V/def2-TZVPD.

Each line ends with the Mulliken charge.
Atoms and positions in Å:
C: 0.551 -3.521 4.111  0.135
C: 0.568 -3.449 2.579  0.974
O: 1.691 -4.330 2.189  0.045
S: 2.451 -5.032 3.516  0.924
O: 3.543 -4.124 3.902  -0.528
O: 2.746 -6.445 3.348  -0.570
O: 1.140 -4.738 4.410  -0.409
H: -0.433 -3.460 4.576  0.383
H: 1.059 -2.695 4.610  -0.151
H: 0.658 -2.470 2.106  -0.741
H: -0.396 -3.792 2.205  -0.053
C: -3.709 -3.622 0.188  0.877
C: -4.741 -3.030 -0.764  0.683
O: -5.378 -2.038 0.129  -0.251
S: -5.291 -2.510 1.722  1.051
O: -6.267 -3.552 1.917  -0.599
O: -5.337 -1.341 2.584  -0.522
O: -3.780 -3.071 1.460  -0.278
H: -2.711 -3.372 -0.173  -0.769
H: -3.860 -4.697 0.285  0.323
H: -5.503 -3.733 -1.099  0.232
H: -4.312 -2.535 -1.635  -0.713
C: 3.404 -0.929 5.827  0.107
C: 3.722 0.367 5.029  -0.190
O: 2.697 1.193 5.352  -0.230
S: 1.290 0.375 5.330  0.591
O: 0.964 0.020 3.979  -0.028
O: 0.277 0.994 6.099  -0.583
O: 1.980 -0.858 6.148  -0.466
H: 3.969 -0.848 6.756  0.337
H: 3.614 -1.805 5.214  0.058
H: 3.758 0.199 3.952  -0.062
H: 4.499 1.042 5.386  0.333
C: -5.660 2.842 2.693  -0.346
C: -5.556 2.284 1.247  0.135
O: -4.475 3.140 0.710  -0.099
S: -4.571 4.677 1.312  1.067
O: -5.585 5.475 0.590  -0.593
O: -3.243 5.285 1.471  -0.480
O: -5.221 4.176 2.712  -0.309
H: -4.939 2.281 3.288  0.241
H: -6.669 2.648 3.057  0.386
H: -6.450 2.467 0.651  0.278
H: -5.245 1.239 1.277  -0.162
C: -2.780 4.829 5.628  -0.474
C: -1.563 4.168 6.318  -0.264
O: -1.003 3.308 5.306  -0.260
S: -1.640 3.452 3.782  1.062
O: -2.376 2.231 3.483  -0.492
O: -0.623 3.899 2.798  -0.511
O: -2.651 4.665 4.235  -0.261
H: -2.885 5.896 5.825  0.289
H: -3.669 4.279 5.937  0.271
H: -1.941 3.571 7.148  0.292
H: -0.886 4.950 6.663  0.297
O: 6.848 2.580 4.536  -0.653
S: 5.952 3.684 4.156  1.174
O: 6.387 4.762 3.227  -0.615
O: 4.609 3.006 3.455  0.069
C: 3.767 3.822 2.658  -0.342
C: 2.504 3.091 2.231  -0.099
C: 5.229 4.496 5.673  -0.880
H: 4.318 4.158 1.780  0.061
H: 3.547 4.731 3.217  0.549
H: 1.785 2.788 2.991  0.038
H: 2.845 2.128 1.849  -0.372
H: 2.071 3.671 1.416  0.227
H: 5.933 5.091 6.255  0.388
H: 4.855 3.638 6.233  0.258
H: 4.359 5.025 5.284  0.336
O: -1.954 -0.167 -1.818  0.130
S: -1.306 -0.423 -0.513  -0.188
O: -1.268 -1.809 0.014  -0.510
O: 0.245 0.147 -0.599  0.179
C: 1.230 -0.322 0.344  1.449
C: 2.516 0.167 -0.128  -0.789
C: -1.998 0.778 0.748  -0.897
H: 1.317 -1.409 0.346  -0.670
H: 1.107 -0.016 1.383  0.022
H: 2.436 1.253 -0.176  -0.240
H: 2.697 -0.119 -1.164  0.543
H: 3.311 -0.213 0.513  -0.083
H: -1.174 0.922 1.447  0.020
H: -2.825 0.305 1.277  0.376
H: -2.257 1.766 0.367  0.508
O: -7.105 -3.880 -3.320  -0.588
S: -7.468 -2.497 -3.467  1.160
O: -8.497 -1.944 -2.527  -0.638
O: -6.104 -1.584 -3.323  -0.114
C: -6.322 -0.245 -2.975  -0.539
C: -4.945 0.331 -2.798  -0.445
C: -7.849 -2.112 -5.246  -0.983
H: -6.754 -0.192 -1.976  0.278
H: -6.930 0.360 -3.648  0.534
H: -4.302 0.174 -3.664  0.140
H: -4.392 -0.144 -1.987  -0.361
H: -4.954 1.339 -2.383  0.610
H: -7.100 -2.643 -5.832  0.319
H: -7.850 -1.025 -5.331  0.314
H: -8.848 -2.467 -5.502  0.423
C: 6.765 3.918 0.480  -0.684
C: 6.263 4.723 -0.533  -0.402
C: 5.203 4.299 -1.346  -0.368
C: 4.590 3.105 -1.044  -0.245
C: 5.141 2.259 -0.101  -0.002
C: 6.158 2.672 0.688  -0.489
H: 7.525 4.329 1.127  0.411
H: 6.610 5.731 -0.707  0.399
H: 4.735 5.058 -1.955  0.297
H: 3.704 2.799 -1.581  0.441
H: 4.757 1.266 0.080  0.171
H: 6.441 1.969 1.458  0.433
C: 1.209 4.678 -1.745  -0.242
C: 1.893 5.452 -2.644  -0.594
C: 2.058 5.071 -3.944  -0.679
C: 1.619 3.785 -4.325  -0.572
C: 1.013 2.933 -3.363  -0.389
C: 0.710 3.412 -2.104  -0.188
H: 1.069 5.072 -0.750  0.429
H: 2.201 6.435 -2.319  0.435
H: 2.539 5.723 -4.658  0.387
H: 1.739 3.422 -5.335  0.507
H: 0.610 2.008 -3.748  0.477
H: 0.275 2.821 -1.312  0.379
C: 0.140 -6.721 -1.026  -0.889
C: 1.188 -7.068 -1.843  -0.518
C: 2.064 -6.086 -2.289  -0.824
C: 1.940 -4.800 -1.794  -0.869
C: 0.883 -4.451 -0.864  0.804
C: -0.023 -5.416 -0.516  0.153
H: -0.526 -7.545 -0.815  0.425
H: 1.373 -8.094 -2.123  0.428
H: 2.900 -6.385 -2.904  0.427
H: 2.669 -4.008 -1.888  0.689
H: 0.805 -3.483 -0.391  -0.107
H: -0.887 -5.392 0.132  0.279
C: -1.392 0.632 -5.139  0.739
C: -1.572 2.017 -5.233  -0.655
C: -1.026 2.650 -6.277  -0.131
C: -0.327 1.954 -7.263  -0.799
C: -0.065 0.616 -7.023  -0.348
C: -0.707 -0.081 -6.051  -0.734
H: -1.624 0.163 -4.195  -0.057
H: -2.160 2.562 -4.510  0.434
H: -1.156 3.712 -6.423  0.387
H: -0.047 2.464 -8.172  0.393
H: 0.416 -0.005 -7.765  0.365
H: -0.729 -1.158 -5.977  0.501
C: 4.864 -3.835 0.448  -0.115
C: 5.160 -2.704 1.208  -0.947
C: 5.660 -1.632 0.548  0.176
C: 6.022 -1.673 -0.738  -0.707
C: 5.753 -2.796 -1.492  -0.115
C: 5.164 -3.881 -0.950  -1.093
H: 4.413 -4.724 0.862  0.396
H: 4.947 -2.733 2.266  0.529
H: 6.043 -0.796 1.115  0.519
H: 6.531 -0.846 -1.210  0.435
H: 6.001 -2.850 -2.542  0.397
H: 5.158 -4.794 -1.528  0.544
C: -2.732 -5.596 -4.251  -0.541
C: -1.763 -4.965 -3.521  -0.191
C: -1.844 -3.601 -3.263  0.530
C: -2.850 -2.858 -3.919  -0.573
C: -3.752 -3.489 -4.648  -0.126
C: -3.789 -4.884 -4.780  -0.923
H: -2.577 -6.661 -4.346  0.407
H: -0.849 -5.454 -3.215  0.244
H: -1.177 -3.122 -2.561  0.282
H: -3.017 -1.818 -3.682  0.037
H: -4.576 -2.878 -4.984  0.382
H: -4.655 -5.388 -5.183  0.372

Properties
Energy (hartree): -7510.87484
Gap between HOMO and LUMO (eV): 8.9
LUMO (Eh): -0.00166
Highest occupied orbital energy (eV): -8.9



Below is a 10-piece molecular cluster, C56H107FN2O10P overall at a distorted geometry, with properties calculated with wB97M-V/def2-TZVPD.

Each line ends with the Mulliken charge.
Atoms and positions in Å:
C: -0.750 6.698 1.943  -0.891
C: 0.080 5.833 0.913  -0.841
P: 1.143 4.649 1.870  -0.129
C: 2.577 4.140 0.801  -0.446
C: 3.758 5.148 0.918  -1.163
C: 0.186 3.088 2.338  -1.490
N: -1.108 3.110 1.544  0.502
C: -1.989 1.924 1.774  -0.607
C: -1.448 0.627 1.176  -0.672
C: -2.485 -0.511 1.136  0.510
C: -1.967 -1.750 0.817  -0.051
C: -2.850 -2.863 0.721  -0.058
C: -4.191 -2.640 0.946  -0.445
C: -4.683 -1.396 1.278  -1.107
C: -3.840 -0.310 1.370  -0.645
C: -2.279 1.893 3.318  -1.127
N: -1.525 2.862 4.108  -0.330
C: -0.048 2.799 3.871  2.510
C: 0.353 1.368 4.295  -2.142
O: -0.256 1.089 5.541  -0.382
C: 0.371 -0.047 6.135  -0.752
C: 0.520 3.856 4.860  -1.515
C: 1.960 3.670 5.349  0.275
C: 3.035 3.365 4.299  -1.079
F: 2.057 2.716 6.369  -0.352
H: -0.744 7.760 1.689  0.516
H: -0.272 6.570 2.923  0.170
H: -1.764 6.279 1.992  0.165
H: -0.663 5.366 0.249  0.418
H: 0.724 6.523 0.357  0.432
H: 2.256 4.017 -0.243  0.567
H: 2.913 3.166 1.186  0.385
H: 3.468 6.125 1.319  0.295
H: 4.538 4.742 1.569  0.295
H: 4.146 5.284 -0.097  0.365
H: 0.750 2.238 1.919  0.661
H: -0.865 3.152 0.552  0.616
H: -1.667 3.931 1.788  0.216
H: -2.933 2.135 1.254  1.092
H: -1.228 0.840 0.109  0.391
H: -0.506 0.276 1.610  0.230
H: -0.898 -1.882 0.644  0.490
H: -2.481 -3.865 0.474  -0.020
H: -4.897 -3.465 0.858  0.367
H: -5.746 -1.225 1.442  0.389
H: -4.221 0.677 1.619  0.317
H: -2.225 0.871 3.710  0.385
H: -3.338 2.170 3.427  0.296
H: -1.854 3.802 3.890  0.197
H: 0.022 0.594 3.580  0.596
H: 1.438 1.246 4.429  0.744
H: 0.628 -0.826 5.402  0.314
H: 1.314 0.292 6.598  0.244
H: -0.271 -0.416 6.938  0.266
H: 0.325 4.885 4.536  0.218
H: -0.110 3.735 5.755  0.446
H: 2.250 4.620 5.825  0.447
H: 3.432 4.257 3.806  0.304
H: 2.635 2.727 3.493  0.132
H: 3.841 2.772 4.750  0.416
C: -5.285 -7.005 -2.626  -0.332
C: -5.323 -7.256 -1.126  -0.678
C: -4.169 -6.394 -0.637  -0.065
O: -4.074 -5.282 -1.540  -0.159
C: -4.892 -5.540 -2.690  -0.309
H: -6.229 -7.214 -3.131  0.278
H: -4.508 -7.621 -3.086  0.136
H: -6.267 -6.890 -0.712  0.204
H: -5.215 -8.305 -0.851  0.409
H: -3.221 -6.937 -0.672  -0.052
H: -4.320 -6.027 0.381  0.261
H: -5.773 -4.890 -2.632  0.265
H: -4.337 -5.291 -3.596  0.056
C: 5.229 9.864 -0.512  -0.754
C: 6.619 9.693 0.086  -0.219
C: 6.369 8.661 1.171  -0.450
O: 5.288 7.834 0.710  -0.324
C: 4.682 8.447 -0.433  -0.279
H: 5.232 10.261 -1.526  0.351
H: 4.632 10.532 0.114  0.320
H: 7.300 9.289 -0.663  0.081
H: 7.047 10.617 0.471  0.400
H: 6.056 9.135 2.108  0.256
H: 7.244 8.042 1.370  0.132
H: 4.962 7.864 -1.318  0.293
H: 3.595 8.420 -0.329  0.205
C: 1.281 -5.850 0.402  -0.733
C: 1.283 -7.261 -0.169  0.132
C: -0.052 -7.795 0.320  -0.635
O: -0.939 -6.670 0.405  -0.385
C: -0.183 -5.462 0.275  0.377
H: 1.950 -5.164 -0.120  0.389
H: 1.572 -5.874 1.456  0.283
H: 1.296 -7.219 -1.260  -0.342
H: 2.129 -7.864 0.156  0.440
H: 0.035 -8.232 1.321  0.289
H: -0.477 -8.544 -0.349  0.293
H: -0.398 -5.034 -0.712  -0.254
H: -0.497 -4.749 1.040  0.208
C: 11.733 7.760 0.074  -0.557
C: 11.978 9.226 0.403  -0.548
C: 10.699 9.876 -0.100  -0.498
O: 9.657 8.903 0.048  -0.284
C: 10.241 7.627 0.339  -0.490
H: 12.332 7.070 0.667  0.331
H: 11.944 7.575 -0.982  0.272
H: 12.064 9.354 1.485  0.271
H: 12.874 9.637 -0.060  0.335
H: 10.774 10.134 -1.161  0.297
H: 10.437 10.777 0.458  0.274
H: 10.044 7.396 1.392  0.308
H: 9.770 6.861 -0.278  0.270
C: -2.648 -2.686 -4.398  0.348
C: -2.528 -2.055 -3.020  -0.021
C: -1.051 -1.720 -2.966  0.137
O: -0.634 -1.453 -4.308  -0.484
C: -1.668 -1.864 -5.214  -0.689
H: -3.659 -2.668 -4.802  0.463
H: -2.313 -3.724 -4.355  -0.506
H: -3.125 -1.139 -2.981  0.345
H: -2.842 -2.703 -2.202  -0.182
H: -0.468 -2.569 -2.590  0.083
H: -0.844 -0.847 -2.340  -0.031
H: -2.144 -0.964 -5.621  0.314
H: -1.229 -2.425 -6.039  0.305
C: 5.222 -5.999 -3.415  -0.614
C: 5.937 -7.267 -2.970  -0.558
C: 4.937 -7.861 -1.992  -0.502
O: 3.636 -7.465 -2.443  -0.293
C: 3.771 -6.455 -3.448  -0.215
H: 5.567 -5.611 -4.372  0.368
H: 5.351 -5.215 -2.663  0.279
H: 6.071 -7.937 -3.823  0.270
H: 6.914 -7.087 -2.523  0.341
H: 5.083 -7.461 -0.982  0.271
H: 4.989 -8.949 -1.944  0.289
H: 3.520 -6.904 -4.416  0.228
H: 3.069 -5.643 -3.249  0.176
C: 0.099 -7.436 -4.271  -0.092
C: -0.280 -7.786 -5.703  -0.724
C: -1.598 -7.045 -5.868  -0.551
O: -1.526 -5.886 -5.028  -0.419
C: -0.391 -6.003 -4.160  0.223
H: 1.163 -7.541 -4.064  -0.011
H: -0.451 -8.073 -3.573  0.210
H: 0.465 -7.380 -6.393  0.273
H: -0.368 -8.855 -5.888  0.392
H: -2.443 -7.655 -5.531  0.230
H: -1.782 -6.738 -6.899  0.331
H: 0.371 -5.294 -4.507  0.279
H: -0.679 -5.734 -3.141  -0.258
C: -2.860 8.037 4.328  0.013
C: -3.550 8.637 5.545  -0.635
C: -4.104 9.935 4.977  -0.473
O: -4.386 9.688 3.594  -0.416
C: -3.800 8.449 3.204  -0.408
H: -2.718 6.957 4.390  0.016
H: -1.881 8.503 4.187  0.180
H: -4.368 7.988 5.867  0.292
H: -2.887 8.794 6.395  0.349
H: -3.367 10.741 5.035  0.263
H: -5.014 10.260 5.482  0.304
H: -4.607 7.717 3.074  0.256
H: -3.288 8.573 2.248  0.262
C: -10.832 -8.743 -3.902  -0.531
C: -10.700 -8.077 -2.540  -0.574
C: -9.219 -7.737 -2.503  -0.299
O: -8.815 -7.498 -3.858  -0.379
C: -9.858 -7.933 -4.741  -0.479
H: -11.846 -8.732 -4.300  0.345
H: -10.500 -9.782 -3.841  0.265
H: -11.295 -7.161 -2.514  0.277
H: -11.012 -8.709 -1.709  0.334
H: -8.628 -8.576 -2.118  0.237
H: -9.005 -6.855 -1.897  0.260
H: -10.340 -7.044 -5.160  0.267
H: -9.424 -8.510 -5.558  0.265

Properties
Net charge: +1
Energy (hartree): -3500.65891
Gap between HOMO and LUMO (eV): 7.9
LUMO (Eh): -0.09769
Highest occupied orbital energy (eV): -10.5